[1]
C6H9N as an isolated structure, computed with the ωB97M-V functional and the def2-TZVPD basis.

Structure (XYZ):
```
16
Properties=species:S:1:pos:R:3:forces:R:3
C -1.7752 -1.3377 -0.0237 0.46 -0.05 0.04
C -0.3659 -0.9145 0.2513 -0.26 0.31 -0.34
C 0.1840 0.3747 0.8270 0.18 0.04 -0.04
C 1.5028 -0.4497 0.7172 0.04 0.11 -0.02
N 0.7407 -1.4836 -0.0631 -0.19 -0.08 0.47
C 0.7452 1.5635 -1.3254 -0.03 0.27 0.39
C -0.0003 1.4596 -0.2233 -0.11 -0.60 -0.13
H -2.1300 -1.8032 0.9000 -0.26 -0.08 -0.17
H -1.7549 -2.0682 -0.8349 -0.20 -0.02 0.15
H -2.4483 -0.5029 -0.2765 0.41 -0.22 0.09
H -0.1139 0.7563 1.8202 -0.01 -0.34 -0.40
H 2.3638 0.0130 0.2167 -0.30 -0.17 0.01
H 1.8346 -0.8836 1.6710 -0.10 0.22 -0.22
H 1.4677 0.7915 -1.6183 -0.01 0.55 0.35
H 0.6884 2.4689 -1.9240 -0.34 -0.44 -0.35
H -0.9387 2.0160 -0.1142 0.72 0.50 0.17
```
Positions in Å, forces in eV/Å.

## Properties
E_LUMO ... 1.079 eV
Gap between HOMO and LUMO ... 10.321 eV
2S+1 ... 1
ΔE to the lowest compared entry with this formula, charge and spin ... 55.36 kcal/mol
Maximum force ... 0.01737 hartree/bohr


[2]
A 3-piece molecular cluster, C41H80N3O11P2 overall in a non-equilibrium geometry, computed with the ωB97M-V functional and the def2-TZVPD basis.

Structure (XYZ):
```
137
Properties=species:S:1:pos:R:3:forces:R:3
C -4.6022 2.3989 0.5461 0.33 -0.15 0.01
C -3.2950 2.7064 0.4197 -0.14 0.38 -0.13
C -2.2352 1.6526 0.4062 -0.34 -0.08 2.47
N -1.1664 1.8767 1.4474 0.67 0.61 0.00
C 0.1062 1.4546 1.1215 0.28 -0.36 0.08
N 0.5110 0.1482 1.3762 -1.00 -0.42 -0.41
C 0.2565 -0.2647 2.7679 0.86 0.95 0.95
C 1.4347 0.1965 3.6782 0.09 -0.85 -0.15
C 1.7422 -0.8845 4.6872 0.22 0.13 0.38
C 2.6107 -1.9133 4.3445 0.31 -0.31 -0.41
C 2.9003 -2.9391 5.2225 -0.07 -0.51 0.53
C 2.3227 -2.9750 6.4872 -0.03 0.40 -0.43
C 1.4807 -1.9335 6.8431 -0.14 -0.32 0.58
C 1.1964 -0.9038 5.9651 -0.17 0.32 -0.32
C 0.0620 -0.8579 0.3568 -0.48 0.44 0.75
C -1.2782 -1.5988 0.6470 0.28 -0.92 -1.21
C -0.9677 -3.0474 1.0808 -0.43 0.22 0.10
C -2.0104 -1.7245 -0.7132 -0.07 0.46 0.12
N 1.0092 2.2535 0.6017 0.12 0.04 0.08
C 0.7274 3.6692 0.3037 -0.78 0.56 -0.18
C -0.0931 3.9395 -0.9651 0.20 -0.05 -0.54
C 0.3020 3.1090 -2.1872 -0.35 0.40 -0.28
C -0.6156 3.3793 -3.3930 -0.05 0.03 0.16
C -1.9371 2.5783 -3.3206 0.81 0.32 -0.66
C -2.3313 1.9048 -4.6418 -0.31 -0.40 0.63
C -1.2951 0.8805 -5.1238 -0.65 -0.01 0.56
C -1.2275 -0.3782 -4.2239 0.68 0.21 -0.39
O -1.2713 -1.5481 -5.0210 -0.45 0.09 0.40
C -2.4594 -2.3133 -4.8874 0.13 -0.50 -0.70
C 2.3830 1.7782 0.3546 0.51 -0.01 -0.06
C 2.6081 1.0233 -0.9639 0.10 0.95 -0.02
O 3.8519 0.3392 -0.8502 -0.26 -0.30 -0.59
C 3.7381 -1.0298 -0.9552 -0.07 -1.09 0.38
C 4.2657 -1.6634 -2.2196 0.81 0.73 0.46
O 3.2731 -1.6922 -0.0666 -0.14 0.58 -0.12
H -4.9481 1.7574 1.3535 0.10 -1.24 -0.96
H -5.3335 2.7667 -0.1672 -0.32 1.23 1.00
H -3.0224 3.7547 0.2857 0.09 -0.23 -1.40
H -2.7488 0.7305 0.6750 0.21 -0.22 -0.41
H -1.7636 1.5939 -0.5735 -0.26 -0.02 -0.13
H -1.1788 2.8225 1.8075 -0.14 0.10 -0.25
H -0.6360 0.2086 3.1814 -0.32 -0.41 -0.26
H 0.2126 -1.3433 2.8672 -0.22 -0.03 -0.47
H 1.2332 1.1512 4.1651 0.03 0.04 -0.06
H 2.3293 0.2662 3.0575 -0.06 0.31 -0.03
H 3.0919 -1.9568 3.3713 -0.12 0.25 -0.07
H 3.5640 -3.7511 4.9518 0.06 0.13 -0.23
H 2.5258 -3.7907 7.1663 0.02 0.04 0.05
H 1.0385 -1.9469 7.8318 -0.06 0.14 -0.03
H 0.5390 -0.0903 6.2519 -0.01 -0.06 0.16
H 0.8481 -1.6083 0.3017 0.13 0.16 -0.33
H -0.0617 -0.3206 -0.5853 0.30 -0.08 -0.07
H -1.9250 -1.0857 1.3573 0.19 0.01 0.17
H -1.8393 -3.6801 0.9091 -0.06 0.04 0.26
H -0.6859 -3.1304 2.1300 0.19 -0.09 -0.07
H -0.1900 -3.4562 0.4329 0.14 0.02 0.18
H -2.6808 -2.5814 -0.7342 0.01 0.00 -0.03
H -1.2798 -1.8194 -1.5208 -0.07 -0.27 -0.01
H -2.6131 -0.8426 -0.9495 0.05 0.04 0.03
H 0.1996 4.1137 1.1491 0.12 -0.07 0.09
H 1.6543 4.2305 0.2228 0.26 -0.44 0.08
H 0.0912 4.9847 -1.2278 -0.12 0.04 0.15
H -1.1707 3.8541 -0.8216 0.05 -0.12 0.26
H 1.3203 3.3597 -2.4952 0.13 -0.25 0.26
H 0.2052 2.0440 -1.9497 0.38 -0.04 -0.07
H -0.0581 3.1518 -4.3021 -0.08 -0.12 0.00
H -0.8296 4.4504 -3.4556 0.01 -0.01 0.02
H -1.7666 1.7548 -2.6200 -0.35 0.14 0.24
H -2.7167 3.2583 -2.9778 -0.23 -0.37 0.22
H -3.2314 1.3240 -4.4072 -0.12 0.13 -0.19
H -2.6319 2.6183 -5.4108 0.31 0.10 -0.02
H -0.2978 1.3165 -5.1507 -0.03 0.03 -0.51
H -1.6241 0.5324 -6.1021 0.42 0.04 -0.15
H -1.9967 -0.3820 -3.4443 -0.15 -0.04 -0.15
H -0.2545 -0.3969 -3.7147 -0.08 0.01 0.13
H -3.2896 -1.7620 -4.4410 0.13 0.00 0.23
H -2.7886 -2.6193 -5.8843 0.05 0.10 -0.02
H -2.2388 -3.2440 -4.3575 -0.18 0.16 0.33
H 3.0283 2.6551 0.3270 -0.11 0.06 0.10
H 2.7491 1.1503 1.1601 -0.40 -0.10 0.09
H 1.7733 0.3928 -1.2644 0.13 -0.31 0.30
H 2.7344 1.7604 -1.7586 -0.01 -0.11 -0.08
H 4.9944 -0.9912 -2.6719 -0.19 -0.02 -0.26
H 4.7961 -2.5666 -1.9272 -0.27 -0.19 -0.13
H 3.4557 -1.8853 -2.9113 -0.02 -0.01 0.02
O -7.2401 -0.6861 -3.3943 1.04 -2.66 -0.68
P -7.7683 -0.6989 -4.7746 -2.90 4.79 -0.27
O -6.9712 0.4591 -5.5894 0.02 -0.66 0.07
C -5.5769 0.2849 -5.8385 0.28 0.05 -0.24
C -5.2897 -0.7596 -6.9035 -0.11 -0.22 0.18
O -9.2263 -0.0003 -4.6047 0.16 -0.29 -0.30
C -9.8370 0.1845 -3.3258 -0.05 0.20 0.23
C -9.5835 1.5828 -2.8008 -0.02 0.17 -0.12
O -8.2081 -1.6345 -5.9779 1.53 -1.30 1.13
C -9.2984 -1.3680 -6.8850 -0.61 -0.30 -0.53
C -9.1804 -0.0878 -7.6760 0.25 0.28 0.21
H -5.0658 0.0285 -4.9047 -0.06 0.03 0.02
H -5.2008 1.2523 -6.1720 -0.12 0.07 0.09
H -5.5673 -1.7551 -6.5494 0.09 -0.02 -0.04
H -4.2251 -0.7637 -7.1434 -0.01 0.01 -0.01
H -5.8597 -0.5782 -7.8137 0.04 0.14 0.00
H -9.4953 -0.5731 -2.6228 0.17 0.02 -0.04
H -10.9079 0.0291 -3.4668 0.02 -0.01 -0.13
H -8.5302 1.8510 -2.8835 0.05 -0.16 0.09
H -9.8889 1.6648 -1.7569 -0.02 -0.01 -0.01
H -10.1454 2.3153 -3.3823 -0.02 -0.01 0.02
H -10.2439 -1.4191 -6.3495 0.12 0.14 0.24
H -9.2949 -2.2141 -7.5725 0.23 -0.07 0.11
H -9.2736 0.7915 -7.0419 -0.02 -0.02 0.04
H -9.9755 -0.0528 -8.4215 0.00 -0.11 0.00
H -8.2191 -0.0265 -8.1860 -0.04 -0.06 -0.07
O 6.4873 0.6186 6.4544 -0.94 -1.15 2.49
P 7.3912 -0.5481 6.4251 2.52 0.52 -4.87
O 8.9046 0.0118 6.5367 -0.44 -0.29 0.40
C 9.3375 0.6214 7.7615 0.13 0.14 0.26
C 9.5538 -0.3906 8.8714 -0.17 -0.12 -0.05
O 7.3462 -0.9811 4.8493 0.10 -0.26 0.35
C 6.3568 -0.4664 3.9656 -0.09 0.20 -0.22
C 6.8916 0.7156 3.1811 0.17 0.00 -0.08
O 7.5958 -2.0321 6.9566 -1.30 0.95 1.59
C 8.1708 -3.1144 6.2007 0.06 -0.81 -0.12
C 9.5861 -2.8888 5.7258 0.08 0.39 -0.05
H 8.6144 1.3821 8.0666 -0.02 0.00 -0.07
H 10.2746 1.1273 7.5342 -0.03 -0.02 -0.15
H 8.6113 -0.8450 9.1831 0.01 0.03 0.04
H 10.0014 0.0896 9.7417 0.01 0.04 -0.03
H 10.2066 -1.1972 8.5382 0.07 0.05 0.01
H 5.4509 -0.2088 4.5138 0.07 0.10 0.09
H 6.0935 -1.2736 3.2767 0.10 -0.09 0.07
H 7.3869 1.4326 3.8349 -0.17 0.02 0.11
H 6.0860 1.2225 2.6454 0.00 -0.01 0.00
H 7.6336 0.3841 2.4526 -0.02 -0.01 -0.02
H 7.5121 -3.3792 5.3755 -0.06 0.28 -0.06
H 8.1555 -3.9643 6.8839 -0.06 0.17 0.18
H 9.6408 -2.1097 4.9683 -0.05 0.01 -0.01
H 9.9698 -3.8122 5.2900 -0.07 -0.06 0.07
H 10.2354 -2.5939 6.5495 0.00 -0.09 0.03
```
Positions in Å, forces in eV/Å.

## Properties
Charge ... +1
E_LUMO ... -2.970 eV
Gap between HOMO and LUMO ... 8.037 eV
2S+1 ... 1
ΔE to the lowest compared entry with this formula, charge and spin ... 0.00 kcal/mol
Maximum force ... 0.10893 hartree/bohr


[3]
C19H28Cl2MnN4OSSeSi as an isolated structure in a non-equilibrium geometry, computed with the ωB97M-V functional and the def2-TZVPD basis.

Structure (XYZ):
```
58
Properties=species:S:1:pos:R:3:forces:R:3
Mn 0.8694 -0.7054 0.6121 1.36 0.51 -0.55
N -0.7887 -3.6573 -2.2433 0.38 2.21 0.57
C -0.5288 -2.7469 -1.2346 -0.49 -1.71 0.88
S -0.2218 -0.9074 -1.5062 1.30 -2.26 -2.14
N -0.5471 -3.1794 0.0070 0.23 0.14 -1.50
N -0.3536 -2.1546 0.8927 -0.72 0.85 -0.17
C -1.0907 -2.0627 1.9487 -0.20 -2.70 0.79
C -1.6664 -3.3081 2.5256 -1.52 0.64 0.01
C -3.0624 -3.4229 2.7874 0.47 -0.71 -0.66
C -3.6211 -4.6922 3.0993 0.65 1.02 0.18
C -2.7587 -5.7624 3.2962 0.95 0.04 0.71
C -1.3395 -5.5724 3.1691 -2.10 -0.91 -0.20
C -0.8026 -4.3987 2.7209 0.83 0.22 0.39
C -1.1455 -0.7576 2.5583 0.35 1.94 0.59
C -2.0123 -0.2938 3.5558 1.06 -0.64 -1.34
C -1.9613 1.0307 3.8922 -0.46 0.66 0.71
C -0.9859 1.8768 3.3575 -0.51 0.64 0.43
C -0.1273 1.3726 2.4083 -0.62 -0.56 0.01
N -0.2632 0.1020 1.9912 0.41 0.47 0.66
H -0.6034 -3.4361 -3.2071 0.02 0.31 0.07
H -0.9553 -4.6291 -2.0623 0.02 -0.12 0.63
H -3.7369 -2.5684 2.6149 0.44 -0.46 0.10
H -4.6996 -4.7736 3.2453 0.37 -0.09 -0.07
H -3.1330 -6.7260 3.7071 0.28 0.77 -0.68
H -0.7318 -6.4372 3.3398 0.42 -0.17 0.20
H 0.3171 -4.3440 2.6569 -1.31 0.27 -0.27
H -2.7137 -0.9383 4.0066 -0.64 -0.69 0.41
H -2.7423 1.3368 4.6056 0.74 0.38 -0.32
H -0.9262 2.9311 3.6513 -0.06 -0.52 -0.09
H 0.6371 1.9830 1.9316 -0.14 -0.29 0.01
Cl 2.9898 5.1262 2.5709 -0.14 -1.02 -0.56
C 3.2832 3.6365 2.0095 0.95 0.77 -0.38
Cl 2.9842 0.2488 0.7335 -0.70 0.20 0.10
H 3.1786 3.3337 0.9393 -0.43 0.40 0.82
H 3.8096 2.9826 2.7001 -0.33 -0.34 0.05
C -0.9871 4.2079 -0.8376 -0.11 0.13 0.48
C 0.2547 5.0168 -1.0689 1.19 -0.32 -0.25
O 0.9578 5.2689 0.1788 0.03 -0.21 0.30
H -1.4692 4.0400 -1.7856 -0.31 0.18 -0.47
H -1.6890 4.7220 -0.1706 0.14 -0.23 -0.09
H -0.7636 3.2044 -0.4820 0.12 -0.03 0.42
H 0.0337 5.9315 -1.6001 -0.13 0.46 0.15
H 0.9246 4.4433 -1.7281 -0.05 0.13 0.11
H 1.6835 5.9135 0.1093 -0.74 -0.19 -0.65
C 0.1415 0.6282 -4.8174 0.65 -1.10 0.62
Si 1.8594 0.3226 -4.0594 -0.07 -0.02 -1.84
C 2.3366 1.6178 -2.8934 1.17 -0.11 1.57
C 3.2145 0.1260 -5.3997 -0.17 0.24 0.00
Se 1.7083 -1.6384 -2.7904 -0.91 0.53 0.49
H 0.2183 1.3570 -5.6281 -0.31 0.02 0.25
H -0.6020 0.8438 -4.0386 0.18 0.46 -0.34
H -0.1705 -0.3484 -5.2093 0.00 0.26 -0.34
H 3.1442 2.2089 -3.3323 -0.24 0.25 0.05
H 2.7319 1.2020 -1.9232 -0.42 0.41 -0.90
H 1.4571 2.1987 -2.6996 -0.35 0.72 0.28
H 3.0493 0.7814 -6.2972 -0.10 -0.35 0.98
H 3.1827 -0.8864 -5.7962 0.26 -0.17 -0.04
H 4.2334 0.3523 -5.0119 -0.72 -0.29 -0.17
```
Positions in Å, forces in eV/Å.

## Properties
Charge ... +2
E_LUMO (alpha / beta) ... -9.650 / -9.649 eV
Gap between HOMO and LUMO (alpha / beta) ... 4.021 / 4.127 eV
<S²> ... 3.780
2S+1 ... 4
Maximum force ... 0.06566 hartree/bohr


[4]
C3H2FFeO2 as an isolated structure in a non-equilibrium geometry, computed with the ωB97M-V functional and the def2-TZVPD basis.

Structure (XYZ):
```
9
Properties=species:S:1:pos:R:3:forces:R:3
C 0.9045 -0.4253 -0.8985 -0.49 0.78 -0.75
O 0.6006 0.5597 0.9898 -1.47 -0.67 -0.10
C -0.3588 0.3561 -0.0334 3.49 1.52 -0.56
C 1.5811 -0.0583 0.1993 0.11 -1.49 0.64
O -1.1585 1.2246 -0.2702 -2.01 -0.58 -0.33
Fe -3.0615 1.0241 -1.6958 0.93 0.06 0.62
H 1.0362 -0.2012 -1.9710 -0.22 -1.06 0.79
H 2.4382 -0.5006 0.7062 0.11 0.71 -0.48
F 2.0555 -2.2706 -1.4008 -0.43 0.74 0.17
```
Positions in Å, forces in eV/Å.

## Properties
E_LUMO (alpha / beta) ... -1.027 / -4.171 eV
Gap between HOMO and LUMO (alpha / beta) ... 7.574 / 2.682 eV
<S²> ... 8.792
2S+1 ... 6
ΔE to the lowest compared entry with this formula, charge and spin ... 12.99 kcal/mol
Maximum force ... 0.07480 hartree/bohr